{"formula": "C3H10N4O", "method": "ωB97M-V/def2-TZVPD", "gap_ev": 8.85, "homo_ev": -7.94, "total_charge": 0, "total_energy_ha": -414.47205, "symbols": ["H", "N", "N", "C", "N", "N", "C", "C", "O", "H", "H", "H", "H", "H", "H", "H", "H", "H"], "xyz": [[3.77827, -0.18498, 0.15541], [2.78778, -0.21896, -0.15358], [2.01365, 0.18827, 0.72558], [0.37469, -0.30431, 0.40109], [-0.37072, -0.40699, 1.59030], [0.35497, -1.57253, -0.20852], [0.11991, 0.85970, -0.48682], [-1.52846, 0.83778, -0.92218], [-2.41161, -0.10113, -0.33208], [-0.28244, 0.43735, 2.14706], [-0.29752, -1.36485, 1.92095], [1.15060, -1.62138, -0.84637], [-0.58165, -1.89443, -0.43666], [0.65988, 0.78796, -1.43220], [0.25493, 1.83237, -0.01074], [-1.62834, 0.71077, -2.00390], [-1.90519, 1.84388, -0.70929], [-2.48876, 0.17149, 0.60193]], "forces_ev_per_a": [[-0.3272, 1.0235, -0.0718], [-1.2615, -0.8019, 1.0286], [0.0586, -2.1492, -0.2568], [1.9972, 1.0177, -0.1210], [0.3460, 0.9697, -0.7782], [1.1877, -0.1392, 0.1914], [-4.5581, 0.1777, -1.0541], [1.2861, 0.8626, -0.1431], [0.4409, 0.3161, 0.5408], [-0.0022, -0.8371, 0.6444], [0.1446, 0.7493, 0.8059], [-0.8409, -0.5090, -0.3007], [0.5401, 0.2022, -0.5079], [0.2322, -0.0012, 0.3855], [0.3380, -0.1624, 0.0465], [0.2310, -0.1749, 0.1730], [0.0930, 0.0324, -0.0421], [0.0944, -0.5762, -0.5405]], "nbo_charge": [0.325, -0.397, -0.136, 0.402, -0.869, -0.908, -0.478, -0.065, -0.721, 0.387, 0.406, 0.398, 0.409, 0.229, 0.211, 0.175, 0.153, 0.477]}